Molecular formula: C3H7NO2
Method: DFT, ωB97M-V/def2-TZVPD

```
13
Properties=species:S:1:pos:R:3:forces:R:3:mulliken_charge:R:1
H -0.13395 -2.24180 -1.89071 -0.0409 0.0736 -0.0144 0.23
O -0.07933 -0.48271 -0.87494 0.0047 0.0819 0.2190 -0.35
H 2.24025 0.94453 0.50384 -0.2472 -0.0400 0.1070 0.26
C -0.49239 0.05100 0.27569 -0.4271 -0.2570 0.3204 0.63
C -0.68816 -1.76793 -1.08509 -0.0560 -0.2531 -0.1809 -0.63
N 1.54062 1.67849 0.47974 -0.0763 -0.2596 -0.0606 -0.56
H -1.74371 -1.65107 -1.34317 0.1825 -0.0204 -0.0177 0.28
H -0.62508 -2.35230 -0.16335 0.0154 0.0181 -0.2501 0.31
H -0.45118 2.11932 0.84791 -0.1115 -0.1342 -0.3432 0.30
H 1.55088 2.05731 -0.46581 -0.1515 -0.1005 0.3201 0.27
C 0.20985 1.24953 0.86832 -0.2774 0.0085 0.1457 -0.48
H 0.02165 0.85589 1.88153 1.3574 0.9331 0.3152 0.33
O -1.34943 -0.46026 0.96602 -0.1721 -0.0503 -0.5606 -0.58
```
Positions in Å, forces in eV/Å.

Output
Energy ... -323.730104 a.u.
Relative energy (zero: lowest compared OMol25 entry of this formula, charge and spin) ... 133.5 kJ/mol
Kohn-Sham gap ... 0.3828 Eh
HOMO level ... -0.351 hartree



Molecular formula: C3H7NO2
Method: DFT, ωB97M-V/def2-TZVPD

```
13
Properties=species:S:1:pos:R:3:forces:R:3:mulliken_charge:R:1
C 1.45468 0.54620 -0.42881 -1.0846 3.1839 2.6056 -0.76
H 1.74062 -0.17142 -1.13236 0.7972 -1.3483 -0.6381 0.29
H -0.30357 1.70278 -0.04648 -0.4401 1.2309 -0.3250 0.35
H 2.06940 1.53668 -0.58612 -0.6046 -2.1050 0.7372 0.28
H -0.82966 -0.99644 -1.20132 0.1462 1.0946 1.8027 0.29
C 0.01104 0.97794 -0.75946 -0.1683 -4.0803 0.3301 -0.56
H -0.75669 -2.02156 2.10912 1.2040 1.8584 -2.0223 0.35
O -0.30353 -1.49072 1.33147 0.4819 -2.5372 2.2459 -0.43
O -2.23179 -0.46588 1.47802 1.8640 0.8614 -1.1776 -0.55
H -0.09155 1.06265 -1.84114 -0.2718 1.1751 0.2748 0.32
N -0.92728 -0.22526 -0.48236 0.3927 0.7959 -0.9513 -0.29
H 1.34395 0.17135 0.70169 1.2311 0.7814 -2.6108 0.24
C -1.17563 -0.62631 0.85775 -3.5477 -0.9108 -0.2714 0.49
```
Positions in Å, forces in eV/Å.

Output
Energy ... -323.705272 a.u.
Relative energy (zero: lowest compared OMol25 entry of this formula, charge and spin) ... 198.7 kJ/mol
Kohn-Sham gap ... 0.3635 Eh
HOMO level ... -0.343 hartree



Molecular formula: C3H7NO2
Method: DFT, ωB97M-V/def2-TZVPD

```
13
Properties=species:S:1:pos:R:3:forces:R:3:mulliken_charge:R:1
H -0.81617 1.53629 1.10332 0.0947 -0.0544 -0.0235 0.43
H -0.12014 1.93211 -1.32168 0.0806 -0.0722 0.0728 0.32
C 0.18240 1.28432 0.69560 0.3228 -0.0020 0.2104 -0.03
H -0.84977 -1.22425 1.66310 -0.0883 0.0297 0.1128 -0.04
H 1.27880 0.84040 -1.09248 -0.1219 -0.0186 0.0173 0.43
O -0.62651 -0.00409 -1.22937 -0.0073 -0.0720 0.0440 -0.34
O 1.16019 1.23164 1.40034 -0.4584 0.1007 -0.3158 -0.45
H -1.22401 -0.67970 2.00430 -0.0391 -0.0915 0.0570 0.08
H -0.92170 -1.96778 -1.45906 0.0599 0.0938 0.0608 0.35
N 0.69581 -1.71501 -0.23232 -0.2325 0.2624 -0.2816 -0.63
H 1.24762 -0.98878 0.22422 0.0014 -0.0403 -0.0809 0.33
C 0.23944 1.03634 -0.80603 0.1943 0.1209 -0.0070 -0.57
C -0.24596 -1.28148 -0.94995 0.1939 -0.2566 0.1338 0.13
```
Positions in Å, forces in eV/Å.

Output
Energy ... -323.667982 a.u.
Relative energy (zero: lowest compared OMol25 entry of this formula, charge and spin) ... 296.6 kJ/mol
Kohn-Sham gap ... 0.3984 Eh
HOMO level ... -0.379 hartree